1.
{
  "formula": "C9H7BeN2O5",
  "method": "ωB97M-V/def2-TZVPD",
  "e_lumo_ev": [-4.86, -4.86],
  "homo_energy_ev": [-10.9, -10.9],
  "total_charge": 1,
  "e_tot_ha": -847.35605,
  "e_above_lowest_kj_mol": 0.0,
  "gap_ev": [6.05, 6.05],
  "species": ["O", "C", "Be", "O", "C", "C", "O", "C", "O", "C", "O", "H", "C", "N", "C", "C", "N", "C", "H", "H", "H", "H", "H", "H"],
  "positions_angstrom": [[0.9815, 0.2812, -5.2753], [0.7346, -0.1435, -4.2419], [-0.6514, -1.2164, -0.5485], [-1.9359, 0.4693, -2.5782], [-1.3139, -0.1946, -1.8688], [-2.3259, -1.6727, 0.8009], [-3.0498, -1.4486, 1.6602], [0.7738, -2.4605, -0.4409], [0.9998, -3.3770, 0.2953], [-1.5948, -3.1333, -1.7564], [-1.6193, -4.0792, -2.3927], [1.6131, -1.9982, -1.0635], [0.9541, 3.2161, 1.4655], [0.6573, 1.8002, 1.3810], [0.6952, 0.8767, 2.4213], [0.3177, -0.3142, 1.8850], [0.0137, -0.1028, 0.5410], [0.2684, 1.1746, 0.2596], [0.2955, 3.7299, 2.1713], [1.9929, 3.3995, 1.7523], [0.7968, 3.6556, 0.4806], [0.9880, 1.1438, 3.4198], [0.2276, -1.2903, 2.3256], [0.1811, 1.6847, -0.6931]],
  "atomic_forces_ev_per_a": [[-0.566, -1.086, 2.539], [0.613, 1.066, -2.538], [1.324, -1.825, 1.489], [2.617, -2.616, 2.742], [-3.058, 2.650, -3.175], [-1.817, 1.239, 2.332], [2.087, -0.983, -2.570], [-0.674, 1.936, -1.110], [-0.075, -0.490, 0.279], [-0.735, -1.936, -1.682], [0.299, 1.811, 1.374], [0.239, -0.588, 0.286], [0.246, 0.713, -0.021], [0.077, -0.294, 0.165], [-0.086, 0.090, -0.810], [-0.245, 0.577, -0.664], [-0.153, 0.531, -0.274], [-0.043, -0.140, 1.354], [0.050, -0.278, -0.065], [-0.152, -0.200, 0.001], [0.015, -0.022, 0.078], [0.046, 0.066, 0.017], [0.037, -0.046, 0.067], [-0.047, -0.176, 0.189]],
  "lowdin_charge": [0.061, 0.037, -0.027, 0.212, 0.071, 0.120, 0.176, -0.300, -0.028, 0.017, 0.138, 0.061, 0.008, -0.102, 0.011, -0.053, -0.048, -0.087, 0.109, 0.108, 0.098, 0.139, 0.128, 0.148]
}

2.
{
  "formula": "C9H7CdN2O5S",
  "method": "ωB97M-V/def2-TZVPD",
  "e_lumo_ev": [-4.69, -4.69],
  "homo_energy_ev": [-9.7, -9.7],
  "total_charge": 1,
  "e_tot_ha": -1398.42550,
  "e_above_lowest_kj_mol": 0.0,
  "gap_ev": [5.05, 5.05],
  "species": ["O", "C", "Cd", "O", "C", "C", "O", "C", "O", "C", "O", "H", "C", "N", "C", "C", "N", "C", "S", "H", "H", "H", "H", "H", "H"],
  "positions_angstrom": [[3.0247, 0.6868, -3.6510], [2.3702, 0.3069, -2.7739], [0.8273, -0.8663, -1.6106], [2.5937, -3.8046, -2.5188], [2.0845, -2.8411, -2.1864], [1.2167, -1.0632, 0.6806], [1.1267, -1.2738, 1.8053], [2.7991, 2.0528, 0.0356], [1.9817, 2.0724, 0.9446], [3.0465, 0.7576, -0.6978], [4.0303, 0.0916, -0.6475], [3.5013, 2.8797, -0.2123], [-1.4528, 1.6282, 1.5674], [-2.1300, 0.4427, 1.0074], [-2.8732, -0.4874, 1.7283], [-3.1677, -1.5107, 0.8824], [-2.6088, -1.1909, -0.3393], [-1.9552, 0.0086, -0.2706], [-1.0531, 0.8381, -1.4624], [-0.3828, 1.4318, 1.7179], [-1.5477, 2.4578, 0.8531], [-1.9543, 1.8726, 2.5164], [-3.1321, -0.3155, 2.7599], [-3.7049, -2.4228, 1.0535], [-2.6401, -1.7513, -1.1820]],
  "atomic_forces_ev_per_a": [[-0.605, -0.054, 1.792], [-0.008, -0.366, -1.533], [0.276, 1.515, -0.619], [-1.188, 2.621, 0.747], [1.230, -3.179, -0.700], [-0.480, -1.058, 3.774], [0.437, 0.861, -3.354], [0.718, -0.977, 1.593], [0.265, 0.261, -1.047], [-1.231, 1.586, -1.272], [1.169, -0.924, 0.611], [-0.645, 0.194, -0.089], [-0.303, 0.189, -0.022], [0.281, -0.446, -0.584], [0.112, -0.023, -0.621], [0.196, 0.525, 0.329], [0.520, 0.667, -0.098], [-0.669, -0.500, 1.433], [0.230, -0.642, -0.363], [-0.332, -0.004, 0.006], [-0.034, -0.264, 0.368], [0.312, -0.032, -0.427], [0.018, -0.095, -0.071], [-0.114, -0.050, -0.034], [-0.155, 0.196, 0.181]],
  "lowdin_charge": [0.070, -0.245, 1.029, 0.140, -0.016, -0.036, 0.135, -0.210, 0.001, -0.400, 0.019, 0.138, -0.003, -0.112, -0.016, -0.043, 0.071, -0.794, 0.577, 0.076, 0.090, 0.109, 0.136, 0.127, 0.158]
}

3.
{
  "formula": "C9H7Cl2LuNO3Tb",
  "method": "ωB97M-V/def2-TZVPD",
  "e_lumo_ev": [-16.36, -15.79],
  "spin_multiplicity": 7,
  "homo_energy_ev": [-20.6, -20.6],
  "total_charge": 4,
  "e_tot_ha": -3606.22653,
  "e_above_lowest_kj_mol": 303.4,
  "s_squared": 12.140,
  "gap_ev": [4.21, 4.79],
  "species": ["Tb", "Lu", "Cl", "Cl", "C", "C", "C", "O", "O", "O", "C", "C", "C", "C", "N", "C", "C", "H", "H", "H", "H", "H", "H", "H"],
  "positions_angstrom": [[-0.3457, -0.9235, -7.2603], [-0.3493, -1.7770, 0.1535], [-1.0381, 1.1904, -6.5995], [1.6430, -3.0766, 0.0289], [-1.1087, -3.2000, 1.5198], [-0.8548, -0.5007, -9.3016], [0.1172, -2.7684, -8.1438], [-1.5218, -4.0114, 2.2837], [-1.1893, -0.1735, -10.4545], [0.4083, -3.8850, -8.5335], [0.6120, 2.6881, 4.7714], [0.3738, 1.7253, 3.6466], [1.4452, 1.0232, 3.0988], [1.2204, 0.0806, 2.1108], [-0.0501, -0.1748, 1.6390], [-1.1079, 0.5401, 2.1690], [-0.9089, 1.4874, 3.1579], [1.0627, 2.1602, 5.6222], [1.2984, 3.4852, 4.4529], [-0.3224, 3.1452, 5.1111], [2.4631, 1.1735, 3.4634], [2.0334, -0.5201, 1.6943], [-2.1098, 0.2996, 1.7999], [-1.7707, 2.0121, 3.5700]],
  "atomic_forces_ev_per_a": [[-0.030, 5.182, 8.296], [2.662, 2.775, -2.035], [-0.274, 0.617, -0.017], [-1.159, 0.728, 0.009], [-4.555, -8.845, 8.398], [-4.566, 4.438, -16.389], [4.104, -16.506, -7.159], [3.003, 5.772, -5.412], [3.257, -3.201, 11.183], [-2.444, 9.471, 3.364], [-0.315, 0.051, -0.088], [0.284, 0.611, 0.771], [0.426, -0.834, -0.689], [-0.387, 0.308, 0.359], [-0.083, -0.102, -0.027], [0.783, 0.036, 0.262], [-0.835, -0.587, -0.636], [0.033, 0.120, -0.191], [-0.069, -0.225, 0.109], [0.220, -0.070, -0.079], [-0.307, 0.000, -0.109], [-0.236, 0.224, 0.110], [0.256, 0.140, 0.083], [0.234, -0.104, -0.113]],
  "lowdin_spin": [6.139, 0.000, -0.158, 0.000, 0.000, -0.012, 0.005, 0.000, 0.019, 0.008, 0.000, 0.000, 0.000, 0.000, 0.000, 0.000, 0.000, 0.000, 0.000, 0.000, 0.000, 0.000, 0.000, 0.000]
}

4.
{
  "formula": "C9H7ClN2S",
  "method": "ωB97M-V/def2-TZVPD",
  "e_lumo_ev": 0.16,
  "homo_energy_ev": -7.9,
  "e_tot_ha": -1314.93130,
  "smiles": "S=c1[nH]ccn1-c1ccccc1Cl",
  "e_above_lowest_kj_mol": 355.7,
  "gap_ev": 8.07,
  "species": ["S", "C", "N", "C", "C", "N", "C", "C", "C", "C", "C", "C", "Cl", "H", "H", "H", "H", "H", "H", "H"],
  "positions_angstrom": [[-2.8121, 1.2456, -1.2809], [-1.5603, 0.0480, -1.7188], [-1.7597, -0.9103, -2.6691], [-0.6526, -1.7909, -2.6257], [0.1908, -1.4574, -1.7068], [-0.4788, -0.3780, -1.0250], [-0.0354, 0.1527, 0.2803], [0.0584, 1.5287, 0.6335], [0.8592, 2.0251, 1.6215], [1.4795, 1.1990, 2.6790], [1.2235, -0.1556, 2.4835], [0.3706, -0.6491, 1.3923], [-0.1540, -2.3878, 1.6914], [-2.2420, -0.4257, -3.5397], [-0.3244, -2.6406, -3.3230], [1.2637, -1.6441, -1.5194], [-0.4458, 2.3490, -0.0993], [1.1233, 3.1148, 1.6978], [2.2963, 1.4516, 3.6297], [1.5997, -0.6750, 3.3988]],
  "atomic_forces_ev_per_a": [[2.274, -1.554, -0.886], [-2.688, 0.478, 2.028], [-0.323, 1.631, -2.499], [0.023, -2.490, -4.443], [0.841, 2.293, 3.140], [1.482, 1.390, 2.400], [0.298, -0.629, 1.702], [-0.670, 1.973, -3.660], [2.042, 1.033, 3.355], [0.804, -0.017, -1.194], [-0.958, 0.590, 0.717], [0.921, -0.895, 0.938], [0.604, 1.624, -0.980], [1.191, -2.297, 2.122], [-1.472, 1.667, 0.601], [-1.195, -0.411, 0.120], [1.363, -2.298, 1.661], [-0.924, -1.072, -0.354], [-2.824, -0.111, -3.239], [-0.788, -0.905, -1.530]],
  "lowdin_charge": [0.447, -0.763, 0.040, -0.120, -0.062, -0.018, -0.188, -0.081, -0.111, -0.087, -0.162, -0.482, 0.563, 0.202, 0.148, 0.147, 0.135, 0.110, 0.177, 0.104]
}

5.
{
  "formula": "C9H7N2O5Pt",
  "method": "ωB97M-V/def2-TZVPD",
  "e_lumo_ev": [-11.92, -16.05],
  "spin_multiplicity": 5,
  "homo_energy_ev": [-18.2, -23.2],
  "total_charge": 3,
  "e_tot_ha": -950.68619,
  "e_above_lowest_kj_mol": 59.0,
  "s_squared": 6.023,
  "gap_ev": [6.33, 7.19],
  "species": ["O", "C", "Pt", "O", "C", "C", "O", "C", "O", "C", "O", "H", "C", "N", "C", "C", "N", "C", "H", "H", "H", "H", "H", "H"],
  "positions_angstrom": [[4.5848, 2.5191, -1.6758], [3.6539, 1.9960, -1.3281], [1.3172, 1.1062, -0.5203], [2.2840, -1.6992, -1.7705], [2.0310, -0.6524, -1.3504], [0.4062, 2.6848, 0.4802], [-0.3413, 3.1722, 1.2088], [0.5814, 1.5738, -2.3132], [0.0183, 1.8122, -3.3013], [2.1971, 0.5964, 1.1868], [2.5414, 0.3228, 2.2661], [1.7903, 2.5926, -0.4996], [-2.1725, -2.8229, 1.3235], [-1.7233, -1.5682, 0.7422], [-2.5731, -0.5190, 0.3186], [-1.7017, 0.4569, -0.1728], [-0.4229, 0.0140, -0.0337], [-0.4343, -1.1998, 0.5007], [-2.7201, -2.6341, 2.2580], [-2.8377, -3.3480, 0.6234], [-1.2925, -3.4408, 1.5312], [-3.6132, -0.5280, 0.3857], [-1.9753, 1.4076, -0.6042], [0.4022, -1.8424, 0.7448]],
  "atomic_forces_ev_per_a": [[-1.165, -0.505, 0.449], [1.551, 0.469, -0.585], [3.558, -1.667, -1.582], [-0.980, 4.067, 1.628], [1.818, -6.035, -2.642], [-4.878, 2.386, 3.484], [2.578, -0.713, -1.869], [-4.150, 1.643, -6.973], [2.796, -0.962, 4.526], [2.596, -2.082, 7.668], [-1.522, 1.429, -5.200], [1.414, 3.732, -0.022], [-0.408, -1.153, 0.527], [-1.747, 1.939, -0.816], [2.945, -3.240, 1.255], [1.792, 0.256, -0.224], [-2.709, 0.669, -0.097], [-2.197, -0.542, 0.517], [0.242, 0.034, -0.259], [0.275, 0.188, 0.130], [-0.263, 0.087, -0.024], [-1.690, -0.199, 0.174], [0.047, 0.158, -0.029], [0.098, 0.042, -0.034]],
  "lowdin_spin": [0.033, 0.280, 1.270, 0.047, 0.203, 0.322, 0.090, 0.117, 0.025, 0.120, 0.032, 0.221, -0.002, 0.024, 0.337, 0.334, 0.243, 0.272, -0.001, -0.001, 0.000, 0.012, 0.012, 0.009]
}

6.
{
  "formula": "C9H7N2O7Pt",
  "method": "ωB97M-V/def2-TZVPD",
  "e_lumo_ev": 2.60,
  "homo_energy_ev": -4.7,
  "total_charge": -1,
  "e_tot_ha": -1102.63202,
  "e_above_lowest_kj_mol": 0.0,
  "gap_ev": 7.25,
  "species": ["Pt", "C", "C", "N", "O", "C", "C", "N", "O", "H", "H", "H", "H", "H", "H", "H", "O", "C", "C", "O", "C", "C", "O", "C", "O", "O"],
  "positions_angstrom": [[-0.5924, 0.6006, -0.7332], [1.6043, -2.9822, -0.6779], [0.5958, -1.9134, -0.9417], [0.9170, -0.6585, -0.9549], [2.1946, -0.3003, -0.5735], [-0.7945, -2.1673, -1.1867], [-1.3748, -3.5081, -1.4922], [-1.5509, -1.0680, -1.1985], [-2.7610, -1.0970, -1.5148], [2.3190, -2.6455, 0.0710], [2.1615, -3.2162, -1.5874], [1.1127, -3.8882, -0.3312], [2.1502, 0.6737, -0.5926], [-0.6835, -4.1211, -2.0724], [-2.2894, -3.3679, -2.0654], [-1.6383, -4.0583, -0.5841], [0.2698, 5.2537, 3.2378], [0.0781, 4.3477, 2.4695], [0.9351, 3.9819, 1.2593], [1.9513, 4.5458, 0.9005], [0.2663, 2.8382, 0.6725], [-0.8748, 2.4510, 1.3757], [-1.5758, 1.4262, 1.0496], [-1.0795, 3.3460, 2.5285], [-1.9533, 3.3207, 3.3651], [0.6127, 2.2066, -0.4232]],
  "atomic_forces_ev_per_a": [[0.400, -0.661, 1.161], [-0.002, -0.006, 0.012], [-0.022, -0.006, -0.012], [-0.108, 0.171, -0.573], [0.056, 0.028, -0.159], [0.096, -0.015, -0.113], [0.007, 0.018, -0.038], [-0.160, 0.143, 0.092], [-0.004, -0.039, 0.174], [-0.004, -0.001, -0.002], [0.006, 0.005, -0.001], [0.003, -0.005, -0.006], [-0.017, -0.004, 0.098], [0.009, -0.006, 0.009], [0.005, 0.003, -0.009], [-0.008, 0.002, 0.005], [0.004, 0.006, 0.000], [-0.012, -0.062, -0.049], [-0.067, 0.013, 0.093], [0.012, -0.001, 0.012], [-0.161, 0.070, -0.189], [0.101, 0.020, 0.226], [-0.421, 0.361, -0.818], [0.048, -0.029, 0.000], [-0.003, 0.021, 0.006], [0.243, -0.026, 0.082]],
  "lowdin_charge": [1.265, -0.006, -0.291, -0.194, -0.017, -0.295, -0.042, -0.324, -0.118, 0.081, 0.094, 0.078, 0.090, 0.073, 0.069, 0.083, 0.121, -0.256, -0.308, 0.077, -0.304, -0.330, -0.130, -0.285, 0.101, -0.232]
}